[1]
A 2-piece molecular cluster, C27H27N2OS overall in a non-equilibrium geometry, computed with wB97M-V/def2-TZVPD.

As for the HOMO energy: -10.45 eV. The calculation puts the max |F| at 1.63 eV Å⁻¹. Its charge is +1.

Geometry (Å):
C1 -3.37068 0.79114 -2.00966
C2 -2.13372 -0.04597 -1.77053
N1 -1.60738 -0.01599 -0.39044
C3 -2.52632 0.06542 0.53934
N2 -3.86154 0.27521 0.32752
C4 -4.41958 0.35158 -1.01821
C5 -4.89082 0.14926 1.34356
C6 -4.44359 0.66890 2.68983
C7 -3.27677 -0.11561 3.23516
S1 -1.85534 -0.07155 2.15221
H1 -3.15203 1.85467 -1.89630
H2 -3.75330 0.63776 -3.02292
H3 -2.39547 -1.08418 -2.02822
H4 -1.30293 0.25981 -2.41871
H5 -5.25979 1.05107 -0.98434
H6 -4.80998 -0.63818 -1.30264
H7 -5.74914 0.73383 0.98844
H8 -5.22755 -0.89695 1.42243
H9 -4.14920 1.71450 2.61589
H10 -5.28111 0.60397 3.38639
H11 -2.93392 0.31673 4.18325
H12 -3.53737 -1.16700 3.39588
C8 4.49154 1.23960 -5.37302
O1 3.46576 0.24925 -5.10262
C9 2.91402 0.22516 -3.85670
C10 1.97668 -0.80015 -3.57195
C11 1.45687 -0.93143 -2.30116
C12 1.81587 -0.03930 -1.25703
C13 1.44906 -0.25400 0.11642
C14 1.46873 0.75764 1.15955
C15 1.51191 0.08621 2.43502
C16 1.72680 0.77593 3.61647
C17 1.84324 2.17200 3.56280
C18 1.72608 2.84601 2.33340
C19 1.51306 2.14973 1.13649
C20 1.45535 -1.34687 2.18983
C21 1.40377 -1.55204 0.75943
C22 1.49936 -2.84491 0.25746
C23 1.60541 -3.91318 1.14916
C24 1.66229 -3.70376 2.53958
C25 1.60796 -2.40563 3.06431
C26 2.71074 1.00854 -1.58154
C27 3.24705 1.15801 -2.84603
H13 4.78970 1.05709 -6.40201
H14 4.08777 2.25545 -5.26877
H15 5.34845 1.10443 -4.69977
H16 1.71678 -1.49675 -4.36675
H17 0.75115 -1.73433 -2.09939
H18 1.82266 0.22316 4.55151
H19 2.01946 2.73301 4.47481
H20 1.83860 3.93096 2.31139
H21 1.37986 2.67354 0.19244
H22 1.50418 -3.01068 -0.81668
H23 1.67908 -4.92696 0.75484
H24 1.75801 -4.55434 3.20947
H25 1.68972 -2.20747 4.13560
H26 3.04939 1.67248 -0.78901
H27 3.95115 1.96515 -3.05545

=====

[2]
C27H27N4O2Pb as an isolated structure, computed with wB97M-V/def2-TZVPD.

As for the HOMO energy: -17.17 eV. The calculation puts the max |F| at 0.72 eV Å⁻¹. Its charge is +3.

Geometry (Å):
Pb1 -0.00823 0.97531 0.26984
C1 -2.67660 -0.15706 -1.31415
C2 -2.32696 -1.54350 -0.76272
C3 -2.24214 -1.62254 0.73872
C4 -2.87539 -2.64001 1.44140
C5 -2.77579 -2.68394 2.82212
C6 -2.04722 -1.70011 3.47893
C7 -1.43694 -0.72743 2.71695
N1 -1.52089 -0.69288 1.37959
N2 -1.49863 0.67077 -1.70288
C8 -0.79800 0.09464 -2.87090
C9 0.67700 0.42903 -2.93543
C10 1.37744 0.22609 -4.11783
C11 2.71973 0.55429 -4.17000
C12 3.33386 1.08098 -3.03826
C13 2.58063 1.23487 -1.89680
N3 1.27594 0.90989 -1.84738
C14 -1.95452 2.03069 -2.09328
C15 -2.38293 2.91005 -0.94942
C16 -3.43354 3.79862 -1.08729
C17 -3.69124 4.69613 -0.05999
C18 -2.89740 4.67374 1.07679
C19 -1.88324 3.73919 1.15083
N4 -1.63367 2.87708 0.15772
H1 -3.23892 0.40963 -0.57032
H2 -3.32151 -0.26863 -2.19028
H3 -1.37026 -1.88859 -1.16658
H4 -3.07742 -2.25387 -1.10262
H5 -3.45314 -3.38099 0.90474
H6 -3.27150 -3.46721 3.38043
H7 -1.96868 -1.67829 4.55709
H8 -0.86745 0.07070 3.18752
H9 -1.26698 0.46031 -3.78876
H10 -0.91692 -0.98776 -2.88399
H11 0.86563 -0.17191 -4.98520
H12 3.27972 0.41512 -5.08539
H13 4.37290 1.37977 -3.04800
H14 3.01375 1.63980 -0.99014
H15 -2.77018 1.94732 -2.81630
H16 -1.12054 2.52662 -2.59754
H17 -4.03237 3.79800 -1.98852
H18 -4.50245 5.40637 -0.14913
H19 -3.05936 5.36231 1.89382
H20 -1.24876 3.67537 2.02771
C20 2.32954 -3.49052 -0.26005
C21 2.03512 -2.16902 0.37649
O1 1.12201 -1.46834 -0.00827
C22 2.88958 -1.72712 1.55249
C23 3.70986 -2.59573 2.18112
C24 4.44895 -2.21182 3.34974
C25 4.35486 -0.93854 3.93729
C26 3.52368 -0.02857 3.36945
C27 2.83578 -0.33600 2.09103
O2 2.36495 0.60464 1.47401
H21 1.67393 -3.62787 -1.11416
H22 2.16442 -4.30963 0.44511
H23 3.37120 -3.54300 -0.58829
H24 3.81117 -3.61279 1.82631
H25 5.09692 -2.95168 3.81117
H26 4.92610 -0.70032 4.82498
H27 3.41510 0.97832 3.75647

=====

[3]
C27H27N5O2P2S2Sn as an isolated structure, computed with wB97M-V/def2-TZVPD.

Its energy relative to the best compared isomer or geometry (same formula, charge and spin) is 0.0 kJ/mol. As for the HOMO energy: -1.19 eV. The calculation puts the max |F| at 0.52 eV Å⁻¹. Its charge is -2.

Geometry (Å):
Sn1 0.13949 -1.61983 2.43907
S1 -3.19173 -0.54041 0.60411
P1 -1.49783 -0.54895 -0.46996
C1 -0.08389 -0.15498 0.31370
P2 1.51831 -0.22136 -0.07687
S2 2.60566 -1.75086 0.65432
C2 1.88353 -0.09064 -1.88041
C3 1.63965 1.11438 -2.53731
C4 1.84670 1.23095 -3.90408
C5 2.28095 0.13408 -4.63792
C6 2.51185 -1.07470 -3.99497
C7 2.32456 -1.18179 -2.62171
C8 2.35201 1.30418 0.51997
C9 3.71714 1.50804 0.33312
C10 4.32093 2.67380 0.77912
C11 3.56532 3.64353 1.43166
C12 2.20775 3.44026 1.62941
C13 1.60092 2.27634 1.16726
C14 -1.47968 -2.16253 -1.36930
C15 -2.55962 -2.55034 -2.16516
C16 -2.55924 -3.77002 -2.82146
C17 -1.47980 -4.63884 -2.67596
C18 -0.41419 -4.27187 -1.87100
C19 -0.41349 -3.03891 -1.22258
C20 -1.78554 0.62509 -1.86967
C21 -2.25439 1.90200 -1.55095
C22 -2.40990 2.86886 -2.52976
C23 -2.10770 2.57643 -3.85817
C24 -1.63715 1.31604 -4.18556
C25 -1.46849 0.35077 -3.19532
H1 1.26716 1.96402 -1.97500
H2 1.64678 2.17512 -4.39819
H3 2.43610 0.22135 -5.70788
H4 2.84397 -1.93808 -4.56117
H5 2.52290 -2.11327 -2.10396
H6 4.30770 0.73892 -0.15206
H7 5.38461 2.82369 0.62912
H8 4.03980 4.54970 1.79244
H9 1.61540 4.18506 2.14894
H10 0.54130 2.08579 1.30415
H11 -3.41174 -1.88674 -2.25780
H12 -3.40440 -4.05015 -3.44054
H13 -1.47878 -5.59796 -3.18292
H14 0.42780 -4.94183 -1.73647
H15 0.43220 -2.76610 -0.59703
H16 -2.50714 2.11661 -0.51950
H17 -2.77470 3.85411 -2.26036
H18 -2.23603 3.33161 -4.62601
H19 -1.37938 1.07757 -5.21200
H20 -1.06663 -0.61693 -3.46733
N1 -3.62013 0.32026 3.93804
N2 -3.20422 -0.02439 5.24196
C26 -1.87159 -0.38444 5.46377
N3 -1.63848 -0.85760 6.73702
N4 -1.00920 -0.23031 4.52952
N5 0.40219 -0.61764 4.91446
O1 0.79626 -0.11973 6.08920
O2 0.41938 -2.00232 4.82199
H21 -3.25930 -0.34731 3.25864
H22 -3.14977 1.18523 3.70180
H23 -3.84254 -0.68960 5.64703
H24 -2.19114 -0.35803 7.41767
H25 -0.62438 -0.79732 6.90838
C27 1.17002 -0.14758 3.71580
H26 1.03836 0.92548 3.59144
H27 2.20545 -0.41587 3.91324

=====

[4]
A 2-piece molecular cluster, C27H27N5O6 overall in a non-equilibrium geometry, computed with wB97M-V/def2-TZVPD.

The SMILES is O=C(O)c1ccnc(-n2nccc2-c2cccc(O)c2)c1.CNC(=O)[C@H](Cc1ccc(O)cc1)NC(C)=O. Its energy relative to the best compared isomer or geometry (same formula, charge and spin) is 240.5 kJ/mol. As for the HOMO energy: -8.73 eV. The calculation puts the max |F| at 2.27 eV Å⁻¹.

Geometry (Å):
O1 2.02246 4.12911 -2.10018
C1 1.08103 4.04228 -1.32526
O2 0.72784 2.89092 -0.71290
C2 0.27622 5.24193 -1.03722
C3 0.44428 6.42766 -1.75992
C4 -0.34051 7.53600 -1.46846
N1 -1.25692 7.51641 -0.49653
C5 -1.44721 6.40930 0.25347
N2 -2.34039 6.50214 1.35310
N3 -2.63916 7.71657 1.93124
C6 -3.29182 7.48004 3.03727
C7 -3.46800 6.06576 3.20871
C8 -2.89108 5.46770 2.13016
C9 -2.98823 4.02345 1.91080
C10 -2.65565 3.12473 2.93516
C11 -2.78855 1.74619 2.74157
C12 -3.27701 1.25954 1.52481
C13 -3.62574 2.14908 0.50586
O3 -4.13482 1.68538 -0.67094
C14 -3.47160 3.52180 0.69632
C15 -0.68676 5.25630 -0.01463
H1 1.36197 2.21906 -1.05360
H2 1.17912 6.49702 -2.55608
H3 -0.20674 8.44636 -2.04482
H4 -3.66021 8.24309 3.71664
H5 -4.01275 5.58078 4.01067
H6 -2.28965 3.50114 3.88594
H7 -2.51752 1.05695 3.53654
H8 -3.38344 0.18941 1.38196
H9 -4.27051 0.72645 -0.61857
H10 -3.75962 4.20000 -0.10051
H11 -0.80728 4.37371 0.60017
C16 4.41811 -5.53682 0.29773
N4 3.31367 -5.24126 1.21371
C17 2.00271 -5.24129 0.94598
O4 1.20368 -5.16401 1.87405
C18 1.48794 -5.37224 -0.50283
C19 0.50399 -4.24700 -0.88554
C20 1.04195 -2.82630 -1.01711
C21 2.41725 -2.56146 -1.19344
C22 2.87184 -1.24633 -1.39434
C23 1.94902 -0.18422 -1.43086
O5 2.39230 1.07821 -1.65446
C24 0.57281 -0.43593 -1.25290
C25 0.12457 -1.75561 -1.04921
N5 0.80962 -6.66090 -0.67319
C26 1.32345 -7.70561 -1.32014
C27 0.47601 -8.95642 -1.37244
O6 2.42293 -7.68745 -1.85722
H12 4.13873 -6.33066 -0.39963
H13 4.70114 -4.64484 -0.26162
H14 5.28359 -5.87907 0.86785
H15 3.53685 -5.11994 2.19024
H16 2.32379 -5.32906 -1.19779
H17 0.06370 -4.50066 -1.85146
H18 -0.30717 -4.23819 -0.15589
H19 3.13730 -3.36154 -1.20389
H20 3.92459 -1.05452 -1.53385
H21 3.29364 1.09173 -1.98798
H22 -0.13260 0.38165 -1.28516
H23 -0.93227 -1.95038 -0.93238
H24 -0.07852 -6.77663 -0.21277
H25 0.95242 -9.67729 -2.03566
H26 -0.51294 -8.71289 -1.75537
H27 0.39418 -9.37934 -0.37319

=====

no.,E_tot (eV),Kohn-Sham gap (eV)
1,-44293.5696,5.29
2,-43714.3052,4.32
3,-86060.0824,5.63
4,-48173.5220,8.82